1.
ORCA calculation (wB97M-V/def2-TZVPD) on a structure of composition C41H32Cl3N4O4Ti.

Atoms and positions in Å:
Ti1 -0.6851 0.4024 -0.7568
O1 -1.3366 -1.2068 -1.0585
C1 -2.2138 -2.1353 -0.4270
C2 -3.0014 -1.3904 0.6611
C3 -2.1341 -0.8251 1.7357
C4 -2.3729 -1.1663 3.0640
C5 -1.5374 -0.6935 4.0506
C6 -0.4525 0.0923 3.6929
C7 -0.2572 0.4069 2.3612
C8 0.9017 1.2602 1.9277
C9 1.8308 0.5740 0.8968
O2 1.0448 0.0498 -0.1296
C10 2.8033 1.6178 0.3323
C11 3.5359 2.4485 1.1768
C12 4.4001 3.4009 0.6591
C13 4.5583 3.5275 -0.7146
C14 3.8560 2.6829 -1.5599
C15 2.9864 1.7330 -1.0393
C16 2.6654 -0.5736 1.4780
C17 2.8406 -0.8010 2.8349
C18 3.6415 -1.8474 3.2830
C19 4.2840 -2.6726 2.3771
C20 4.1163 -2.4502 1.0143
C21 3.3135 -1.4140 0.5730
N1 -1.1100 -0.0146 1.4099
C22 -1.4021 -3.2419 0.2394
C23 -2.0800 -4.3418 0.7631
C24 -1.3984 -5.3226 1.4632
C25 -0.0247 -5.2171 1.6526
C26 0.6547 -4.1303 1.1277
C27 -0.0291 -3.1470 0.4193
C28 -3.1426 -2.6875 -1.5024
C29 -4.5091 -2.4336 -1.5018
C30 -5.3024 -2.9534 -2.5205
C31 -4.7437 -3.7116 -3.5351
C32 -3.3733 -3.9515 -3.5427
C33 -2.5801 -3.4426 -2.5301
H1 -3.6137 -0.5891 0.2453
H2 -3.7121 -2.0778 1.1160
H3 -3.2206 -1.7962 3.2914
H4 -1.7173 -0.9425 5.0887
H5 0.2361 0.4680 4.4378
H6 0.5192 2.1590 1.4426
H7 1.4578 1.5848 2.8057
H8 3.4385 2.3521 2.2518
H9 4.9520 4.0466 1.3311
H10 5.2252 4.2775 -1.1209
H11 3.9731 2.7681 -2.6334
H12 2.4322 1.0783 -1.6990
H13 2.3498 -0.1730 3.5654
H14 3.7554 -2.0148 4.3469
H15 4.9067 -3.4869 2.7256
H16 4.6093 -3.0920 0.2946
H17 3.1714 -1.2484 -0.4875
H18 -3.1500 -4.4290 0.6107
H19 -1.9396 -6.1715 1.8628
H20 0.5093 -5.9801 2.2058
H21 1.7236 -4.0306 1.2729
H22 0.5092 -2.2949 0.0263
H23 -4.9734 -1.7962 -0.7509
H24 -6.3628 -2.7344 -2.5197
H25 -5.3678 -4.1068 -4.3276
H26 -2.9260 -4.5333 -4.3396
H27 -1.5113 -3.6253 -2.5300
O3 -0.2139 1.0479 -2.6214
N2 0.2391 2.2357 -2.8271
N3 0.2557 2.9467 -1.7823
O4 -0.1715 2.5132 -0.6377
C34 0.8808 4.2409 -1.8453
C35 1.3248 4.7519 -3.0570
C36 1.9649 5.9783 -3.0641
C37 2.1584 6.6818 -1.8808
C38 1.6995 6.1560 -0.6840
C39 1.0520 4.9294 -0.6584
H28 1.1718 4.1933 -3.9679
H29 2.3152 6.3878 -4.0026
H30 2.6630 7.6391 -1.8963
H31 1.8447 6.6988 0.2407
H32 0.6882 4.4966 0.2609
Cl1 -5.9337 0.0378 0.8129
C40 -4.5117 1.9190 -2.0915
Cl2 -5.0161 3.5744 -2.0760
Cl3 -5.4355 0.7986 -3.0161
C41 -3.4765 1.5283 -1.3630
N4 -2.5200 1.2089 -0.7311

Atoms 1-6, force components in eV/Å:
Ti -0.54 0.28 0.21
O 0.27 -0.16 0.07
C -0.12 0.12 -0.11
C -0.01 0.00 0.09
C 0.08 -0.03 -0.02
C 0.00 0.01 0.00

Values from the calculation:
ΔE to the lowest compared entry with this formula, charge and spin: 0.088 eV
Total charge: -1
LUMO energy (spin up / spin down): 1.83 / 1.83 eV
Gap between HOMO and LUMO (spin up / spin down): 5.9758 / 5.9751 eV
HOMO level (spin up / spin down): -0.152 / -0.152 hartree

2.
ORCA calculation (wB97M-V/def2-TZVPD) on a cluster of 16 separate species, C39H66BFN18O2 in total at a distorted geometry.

Atoms and positions in Å:
C1 -0.2217 0.9463 -0.9367
C2 -1.5826 1.8303 -1.3096
N1 -1.9548 2.8286 -0.2351
B1 -2.6014 2.1730 0.9758
F1 -2.6868 0.6905 1.1933
O1 -3.1464 3.0941 2.0343
C3 -2.0428 3.1909 3.0030
C4 -1.1439 4.5653 2.6892
N2 0.3000 4.1671 2.9039
C5 1.2748 5.0876 2.2036
C6 2.2855 4.0889 1.3219
C7 2.4316 2.6420 2.1408
O2 3.5606 4.8233 1.2085
H1 -0.4563 0.1729 -0.0731
H2 0.6824 1.6608 -0.6340
H3 0.1025 0.2846 -1.8710
H4 -2.4644 1.0916 -1.5877
H5 -1.2890 2.4631 -2.2748
H6 -1.0557 3.3131 0.0233
H7 -2.3883 3.1646 4.1259
H8 -1.2910 2.2803 2.8275
H9 -1.4044 4.9111 1.5979
H10 -1.5409 5.3789 3.4319
H11 0.5366 4.0063 3.9076
H12 1.9699 5.6163 3.0162
H13 0.7752 5.8611 1.4746
H14 1.8291 3.8678 0.2618
H15 2.6403 2.8506 3.2737
H16 3.3073 2.0035 1.6535
H17 1.4606 1.9643 2.0282
H18 3.2959 5.7198 0.8250
C8 5.2801 0.0471 -1.1542
C9 3.9776 0.7841 -0.8886
N3 2.8971 1.3956 -0.6682
H19 5.1513 -1.0207 -0.9566
H20 5.5792 0.1826 -2.1972
H21 6.0683 0.4369 -0.5042
C10 -5.2302 -1.5799 -1.0525
C11 -4.3163 -1.5184 -2.2655
N4 -3.5581 -1.4675 -3.2718
H22 -5.1333 -0.6623 -0.4658
H23 -6.2696 -1.6888 -1.3741
H24 -4.9602 -2.4338 -0.4252
C12 -1.4424 -3.1674 1.0256
C13 -2.6322 -4.1116 1.0813
N5 -3.6193 -4.8949 1.1275
H25 -0.9847 -3.0856 2.0153
H26 -0.6985 -3.5464 0.3195
H27 -1.7685 -2.1755 0.7011
C14 -6.0267 2.7289 5.2308
C15 -4.6864 3.0212 5.8854
N6 -3.5745 3.2636 6.4285
H28 -6.1258 3.3088 4.3091
H29 -6.1005 1.6645 4.9915
H30 -6.8400 2.9984 5.9102
C16 -0.9505 5.8104 -3.9384
C17 -0.6527 5.7570 -2.4489
N7 -0.4057 5.7127 -1.2131
H31 -0.0506 6.0993 -4.4884
H32 -1.2816 4.8287 -4.2878
H33 -1.7384 6.5427 -4.1350
C18 0.3572 -2.0740 -4.7472
C19 1.6975 -1.7817 -4.0926
N8 2.8095 -1.5392 -3.5495
H34 0.2582 -1.4941 -5.6689
H35 0.2834 -3.1384 -4.9864
H36 -0.4561 -1.8045 -4.0678
C20 6.5779 -3.6821 -2.7548
C21 7.0071 -3.1231 -1.4081
N9 7.3633 -2.6594 -0.2909
H37 5.6574 -4.2614 -2.6417
H38 6.3997 -2.8642 -3.4583
H39 7.3606 -4.3321 -3.1553
C22 -4.4101 6.0620 1.6732
C23 -5.7524 6.5181 2.2213
N10 -6.8661 6.8964 2.6760
H40 -3.6343 6.7863 1.9366
H41 -4.1464 5.0884 2.0952
H42 -4.4618 5.9760 0.5843
C24 9.9659 -1.5609 1.5113
C25 10.4226 -0.2005 2.0125
N11 10.8015 0.9281 2.4283
H43 9.9294 -2.2711 2.3419
H44 8.9696 -1.4797 1.0681
H45 10.6628 -1.9328 0.7552
C26 -5.5478 -7.8489 1.4963
C27 -5.5118 -9.3664 1.4179
N12 -5.4820 -10.6254 1.3530
H46 -4.7353 -7.4255 0.8994
H47 -6.5021 -7.4783 1.1124
H48 -5.4322 -7.5264 2.5346
C28 -1.6310 -6.0410 -5.3394
C29 -0.2907 -5.7487 -4.6849
N13 0.8212 -5.5062 -4.1418
H49 -1.7301 -5.4611 -6.2611
H50 -1.7048 -7.1053 -5.5787
H51 -2.4443 -5.7715 -4.6601
C30 4.5014 -7.0713 -5.3086
C31 3.1591 -6.6153 -4.7604
N14 2.0454 -6.2369 -4.3057
H52 5.2772 -6.3471 -5.0451
H53 4.7651 -8.0450 -4.8866
H54 4.4497 -7.1573 -6.3974
C32 3.0510 7.1768 6.5726
C33 2.2399 7.3812 5.3035
N15 1.5670 7.5508 4.2506
H55 2.5157 7.5965 7.4288
H56 3.2139 6.1091 6.7430
H57 4.0202 7.6745 6.4798
C34 -4.8253 3.5944 9.5339
C35 -6.1676 4.0504 10.0820
N16 -7.2813 4.4288 10.5367
H58 -4.0495 4.3186 9.7974
H59 -4.5616 2.6207 9.9559
H60 -4.8770 3.5083 8.4451
C36 -0.6335 1.4834 -7.1876
C37 -0.5976 -0.0341 -7.2659
N17 -0.5677 -1.2931 -7.3309
H61 0.1790 1.9069 -7.7844
H62 -1.5879 1.8540 -7.5714
H63 -0.5179 1.8059 -6.1492
C38 1.1791 -10.4181 -3.2861
C39 2.0930 -10.3566 -4.4990
N18 2.8512 -10.3057 -5.5053
H64 1.2761 -9.5005 -2.6994
H65 0.1397 -10.5270 -3.6076
H66 1.4491 -11.2720 -2.6587

Atoms 1-6, force components in eV/Å:
C -0.38 -0.18 -0.24
C 1.46 -0.68 -1.30
N 0.11 -3.19 1.51
B 0.06 0.68 0.88
F -0.11 4.12 -0.82
O 1.92 -2.71 -1.29

Values from the calculation:
Total charge: 0
LUMO energy: -0.07 eV
Gap between HOMO and LUMO: 5.7818 eV
HOMO level: -0.215 hartree

3.
ORCA calculation (wB97M-V/def2-TZVPD) on a cluster of 2 separate species, C3H8N3O in total at a distorted geometry.

Atoms and positions in Å:
C1 -1.5916 2.0447 0.1042
C2 -2.0896 0.0758 -0.6638
C3 3.3582 -2.2042 1.2721
N1 -2.5330 1.2124 -0.0195
N2 -0.4053 1.6095 -0.5104
N3 -0.5058 0.1824 -0.7558
O1 0.2339 -0.5548 0.0286
H1 -1.6641 3.1718 0.4231
H2 -2.3852 -0.9441 -0.4668
H3 -2.3810 0.1733 -1.7703
H4 3.8705 -1.5992 1.9001
H5 3.7094 -3.2755 1.1155
H6 2.2867 -2.0798 1.2456
H7 0.4173 1.9767 -0.0532
H8 -0.3204 0.2110 -1.8494

Atoms 1-6, force components in eV/Å:
C -0.26 1.47 -0.65
C -0.90 -0.48 -3.44
C -1.79 -3.97 -0.88
N -0.60 0.35 1.53
N -0.21 1.39 0.67
N 0.66 2.23 -2.15

Values from the calculation:
ΔE to the lowest compared entry with this formula, charge and spin: 9.322 eV
Total charge: +1
LUMO energy (spin up / spin down): -4.65 / -8.72 eV
Gap between HOMO and LUMO (spin up / spin down): 9.9796 / 3.5906 eV
HOMO level (spin up / spin down): -0.538 / -0.453 hartree

- Which of these has the lowest total charge?
  C41H32Cl3N4O4Ti

- Among the records above, which one has the lowest total charge?
  C41H32Cl3N4O4Ti